Entry 1:
The following is a quantum chemistry calculation of a structure of composition C25H31N5O5PY at a distorted geometry, from the OMol25 dataset.

The geometry in XYZ format:
```
68
Properties=species:S:1:pos:R:3:forces:R:3:nbo_charge:R:1
Y -1.0766 0.1407 -1.6381 -0.7074 -0.0228 0.8566 2.03
N -3.3014 -1.0989 -1.7594 0.1123 -0.1592 -0.1685 -0.87
C -2.9695 -2.5145 -2.0526 -0.0991 0.2487 0.1489 -0.31
C -1.8066 -2.6350 -3.0291 0.6907 0.5442 -0.4168 0.65
O -1.6674 -3.6778 -3.6575 0.0036 -0.1221 0.0459 -0.66
N -1.0123 -1.5346 -3.0911 -0.2218 -0.8786 -0.5112 -0.87
C 0.0810 -1.5385 -4.0577 -0.2053 -0.2065 0.0633 -0.35
C 1.0284 -0.3645 -3.8165 -0.4590 0.4421 0.7463 0.79
O 2.0463 -0.2430 -4.4478 0.2484 0.0970 -0.1182 -0.62
O 0.6285 0.4733 -2.8493 0.7741 -0.5888 -0.9838 -0.92
H -3.7214 -0.6760 -2.5840 0.0009 0.0071 0.0401 0.39
H -4.0009 -1.0285 -1.0283 0.0381 -0.0380 0.0080 0.38
H -2.6726 -2.9900 -1.1165 -0.0069 -0.0423 0.0331 0.21
H -3.7986 -3.0807 -2.4714 -0.1116 -0.0069 0.0059 0.21
H 0.6627 -2.4636 -4.0369 0.0397 -0.0608 0.0599 0.22
H -0.2794 -1.4601 -5.0866 -0.0606 0.0025 -0.0422 0.22
O -2.8733 4.0624 -1.5093 -0.1821 0.1867 -0.0094 -0.61
C -2.0413 3.1914 -1.5192 -0.1513 -1.2625 -0.0557 0.80
O -2.2879 1.8964 -1.7000 -0.1671 1.2950 0.0432 -0.91
C -0.5696 3.4961 -1.2897 0.3801 0.2440 0.1559 -0.82
P 0.2591 2.2523 -0.2061 0.0268 0.3669 0.1762 0.81
C 2.0084 2.7658 -0.1947 0.0734 0.0651 -0.0752 -0.26
C 2.5569 3.5510 0.8180 0.0688 0.1167 0.0310 -0.22
C 3.8899 3.9402 0.7668 -0.0845 -0.0782 -0.0896 -0.22
C 4.6840 3.5536 -0.3049 -0.0225 -0.0101 0.0095 -0.20
C 4.1452 2.7736 -1.3199 -0.1054 -0.0213 0.0283 -0.19
C 2.8151 2.3718 -1.2673 0.0713 0.0287 0.0566 -0.23
C -0.3404 2.6423 1.4695 0.0295 0.0342 0.0700 -0.36
C -1.4594 3.4382 1.6986 -0.0916 0.0112 0.0890 -0.20
C -1.9362 3.6279 2.9960 0.0820 -0.0396 -0.1753 -0.20
C -1.2914 3.0390 4.0703 0.0490 -0.0320 0.0335 -0.21
C -0.1637 2.2501 3.8535 -0.1092 0.0701 -0.0781 -0.24
C 0.2980 2.0475 2.5631 -0.0241 -0.1085 0.0884 -0.16
H -0.4541 4.5155 -0.9265 0.0693 0.0562 0.0027 0.25
H -0.0456 3.4082 -2.2465 -0.0203 0.0184 -0.0284 0.27
H 1.9470 3.8695 1.6546 0.0107 -0.0007 -0.0480 0.22
H 4.3020 4.5505 1.5609 -0.0083 -0.0115 -0.0186 0.21
H 5.7216 3.8613 -0.3478 -0.0197 -0.0137 -0.0067 0.21
H 4.7567 2.4667 -2.1595 -0.0092 0.0140 0.0288 0.22
H 2.4085 1.7558 -2.0619 -0.0469 -0.0054 0.0262 0.26
H -1.9815 3.9132 0.8762 0.0301 0.0006 0.0385 0.24
H -2.8118 4.2453 3.1531 0.0217 -0.0135 0.0098 0.22
H -1.6601 3.1952 5.0765 0.0151 -0.0041 -0.0110 0.22
H 0.3533 1.7967 4.6900 -0.0088 -0.0034 -0.0106 0.21
H 1.1728 1.4232 2.4101 -0.0144 0.0213 -0.0632 0.21
C 2.1038 -4.0910 0.6825 0.2014 -0.0777 0.0927 -0.42
C 1.5723 -3.7143 -0.6783 -0.0793 0.1542 -0.0709 -0.21
N 0.8840 -2.4370 -0.5481 -0.1274 0.0706 -0.0208 -0.59
C 0.0062 -2.1781 0.4664 0.1352 -0.1055 0.1631 0.66
N -0.8471 -1.1914 0.3287 0.1029 -0.0367 -0.1075 -0.74
C -1.7929 -0.8980 1.4074 0.2353 0.0077 -0.0003 -0.23
C -2.0917 -2.1358 2.2239 -0.2663 -0.0969 0.0547 -0.41
C -0.7829 -2.7053 2.7126 0.2662 -0.1154 -0.0521 -0.20
N 0.1216 -2.9377 1.5857 -0.1246 -0.0659 0.0181 -0.43
C 0.9530 -4.1443 1.6584 -0.1920 0.2329 0.1269 -0.20
H 2.8381 -3.3490 1.0034 -0.0175 -0.0093 -0.0040 0.22
H 2.5930 -5.0646 0.6551 0.0197 0.0102 -0.0286 0.23
H 0.9008 -4.4883 -1.0635 -0.0381 -0.0310 -0.0045 0.19
H 2.3730 -3.5842 -1.4028 0.0475 0.0038 0.0052 0.22
H 0.6694 -1.9699 -1.4173 -0.0755 -0.1054 -0.0614 0.41
H -2.7087 -0.4943 0.9682 -0.0028 -0.0035 -0.0431 0.20
H -1.4005 -0.1121 2.0629 0.0378 0.0002 -0.0291 0.20
H -2.6015 -2.8817 1.6048 -0.0012 0.0392 0.0225 0.20
H -2.7401 -1.9006 3.0696 0.0176 0.0069 -0.0231 0.23
H -0.9222 -3.6611 3.2192 -0.0710 0.0026 -0.0158 0.21
H -0.3131 -2.0225 3.4282 0.0061 0.0068 0.0107 0.20
H 0.3334 -5.0266 1.4664 -0.0508 -0.0201 -0.0269 0.19
H 1.3103 -4.2216 2.6855 0.0782 -0.0077 0.0091 0.21
```
Positions in Å, forces in eV/Å.

## Properties
Frontier orbital gap = 8.786 eV
LUMO energy = 0.177 eV
Charge = 0
Energy relative to the best compared isomer or geometry (same formula, charge and spin) = 28.71 kJ/mol
DFT total energy = -54455.078 eV

=====

Entry 2:
The following is a quantum chemistry calculation of a cluster of 7 separate species, C28H37N7 in total at a distorted geometry, from the OMol25 dataset.

The geometry in XYZ format:
```
72
Properties=species:S:1:pos:R:3:forces:R:3:mulliken_charge:R:1
C -4.9596 0.0994 2.0482 1.1545 0.2668 0.5119 -0.10
C -6.0704 -0.2810 2.8426 -0.3200 -0.2758 -0.4183 -0.84
C -5.6856 -1.3774 3.5663 0.5495 -0.6359 0.1359 -0.40
N -4.3928 -1.6731 3.2246 0.3631 0.5980 0.6987 0.00
C -3.8816 -0.6891 2.4253 -1.0736 -0.6276 -1.2661 -0.04
H -4.8634 0.8924 1.3237 -0.2662 0.1336 0.1373 0.40
H -7.0714 0.1104 2.7794 0.0445 0.1929 0.2112 0.39
H -6.0784 -1.9677 4.3794 -0.6510 0.1333 -0.2827 0.38
H -3.8981 -2.4771 3.5613 0.1760 0.1316 0.1951 0.19
H -2.8869 -0.7591 2.0170 0.0336 0.0950 0.0776 0.03
C 3.9969 1.5005 3.0206 0.0953 1.3468 -0.7458 -0.32
C 4.0247 0.6115 4.0932 0.0098 -0.8283 1.2334 -0.52
C 3.6724 1.2935 5.2420 -0.2013 0.3788 -0.9208 -0.54
N 3.4004 2.5857 4.8527 0.3985 0.0094 0.2089 0.02
C 3.6486 2.7402 3.5171 -0.1936 -0.5404 0.1991 -0.58
H 4.2360 1.3595 1.9785 0.0826 -0.3452 0.0713 0.50
H 4.2886 -0.4347 4.0994 0.0108 0.0244 -0.2044 0.43
H 3.5972 0.9696 6.2637 -0.0953 0.0198 0.0293 0.41
H 3.1151 3.3365 5.4531 0.0334 -0.0391 0.1380 0.19
H 3.5977 3.7075 3.0484 -0.1599 -0.0302 -0.0593 0.43
C 1.0516 -5.9061 -0.0778 0.4412 0.1650 0.9977 -0.52
C 1.1662 -5.9223 -1.4779 -0.2604 0.2683 -0.5195 -0.59
C 1.2748 -4.6140 -1.8807 -0.6643 0.6326 0.3064 -0.46
N 1.1887 -3.8201 -0.7602 0.8167 -0.2405 -0.6542 0.12
C 1.1691 -4.5967 0.3603 -0.7770 -0.2447 -0.4383 -0.40
H 0.9126 -6.7700 0.5524 0.1743 0.0328 0.0500 0.40
H 1.0903 -6.7875 -2.1137 0.1313 0.0007 -0.0482 0.42
H 1.2842 -4.0926 -2.8244 0.1308 -0.4432 -0.2142 0.41
H 1.1997 -2.8179 -0.8326 0.1272 0.0691 0.4996 0.20
H 1.1970 -4.1377 1.3333 -0.1414 -0.1607 0.0655 0.41
C 3.7282 3.4392 -3.0306 -0.0014 0.5447 -0.1000 -0.73
C 4.3421 2.6847 -4.0669 -0.2952 -1.2568 0.6947 -0.42
C 3.4868 1.6331 -4.3015 -0.3395 0.5721 -1.3889 -0.47
N 2.3026 1.8770 -3.6701 0.2562 -0.0981 0.7374 0.09
C 2.4470 2.9647 -2.8387 0.8314 -0.3285 -0.1039 -0.36
H 4.2297 4.2054 -2.4597 -0.2805 0.2015 -0.0886 0.37
H 5.3016 2.7582 -4.5490 0.1701 0.2380 0.3356 0.39
H 3.5862 0.8160 -5.0007 -0.0899 0.0761 -0.0190 0.34
H 1.4524 1.3580 -3.7960 0.0274 -0.0063 0.1912 0.21
H 1.7241 3.2063 -2.0793 -0.2096 0.1428 -0.2092 0.53
C -1.9387 4.6871 1.6476 0.5234 0.2860 0.2820 -0.56
C -2.7777 3.5932 1.3467 -0.0002 -0.6397 -0.5197 -0.47
C -1.9654 2.5001 1.1851 -0.2100 0.1070 0.6281 0.00
N -0.6860 2.8594 1.5010 -0.0742 0.0035 -0.5709 0.17
C -0.6439 4.2121 1.7526 -0.6426 -0.2477 -0.3228 -0.63
H -2.2140 5.7247 1.7450 -0.0788 -0.0361 0.1489 0.38
H -3.8452 3.5055 1.2238 -0.0315 0.4840 0.0070 0.39
H -2.2410 1.4895 0.9372 0.1898 -0.0678 0.0659 0.12
H 0.0747 2.2109 1.3393 0.0188 0.4465 0.4055 0.27
H 0.2731 4.7478 1.9195 0.0870 -0.1044 0.0858 0.39
C -0.0466 -1.0636 1.4854 -0.0281 -0.2075 -1.2394 -0.94
C 1.0731 -0.2190 1.5881 0.5071 0.5659 0.9612 -0.23
C 1.1224 0.6041 0.4844 0.2740 -0.2961 0.1280 -1.32
N 0.0918 0.2442 -0.3286 -0.1561 -0.5850 -0.1796 0.83
C -0.5887 -0.7869 0.2485 -0.7379 -0.0230 0.0204 -0.66
H -0.3814 -1.8465 2.1440 0.0502 0.1017 0.1595 0.66
H 1.7188 -0.1744 2.4528 0.1080 0.1709 -0.1397 0.38
H 1.7529 1.4427 0.2360 0.2405 -0.2079 -0.0388 0.65
H -0.0651 0.5349 -1.2832 -0.0355 0.3668 0.1576 0.13
H -1.4786 -1.1692 -0.2266 0.0692 -0.1230 -0.0112 0.46
C -2.6366 -2.1110 -3.2096 -0.3336 -1.0739 -0.4972 -0.96
C -1.4263 -2.2787 -4.1298 0.5174 0.1847 0.8422 -0.01
C -0.9695 -1.0140 -4.8262 0.2054 0.8583 -0.4564 -0.58
C -0.8034 0.1438 -3.9289 0.0202 -0.3733 -0.0481 0.42
N -0.6537 1.0486 -3.2362 -0.0312 -0.1463 -0.0059 -0.72
H -3.4142 -1.4948 -3.6613 0.0210 0.0870 0.0541 0.32
H -2.4386 -1.7813 -2.1938 0.3253 0.3517 -0.1471 0.14
H -3.0478 -3.1182 -3.0990 -0.2388 0.1433 0.1277 0.39
H -1.5624 -3.0618 -4.8743 -0.2762 0.1255 -0.0767 0.37
H -0.5661 -2.6101 -3.5390 -0.1491 -0.1448 0.0995 -0.07
H -1.6376 -0.6584 -5.6163 -0.1550 -0.2536 0.0480 0.31
H -0.0027 -1.1857 -5.3070 -0.0166 0.0746 -0.0120 0.38
```
Positions in Å, forces in eV/Å.

## Properties
Frontier orbital gap = 8.005 eV
LUMO energy = 0.198 eV
Charge = 0
Energy relative to the best compared isomer or geometry (same formula, charge and spin) = 92.66 kJ/mol
DFT total energy = -40064.466 eV

=====

Entry 3:
The following is a quantum chemistry calculation of a cluster of 2 separate species, H6O4Si2 in total at a distorted geometry, from the OMol25 dataset.

The geometry in XYZ format:
```
12
Properties=species:S:1:pos:R:3:forces:R:3:nbo_charge:R:1
O 0.9405 -1.8047 -1.5497 -0.1276 -0.5636 0.3984 -1.15
O 0.1756 0.1736 -3.1650 0.3379 0.0789 -0.6294 -1.13
O -1.7517 -0.9397 1.2436 0.0887 0.9278 1.7447 -1.11
O -1.5668 1.4877 2.7076 1.1117 -0.3980 0.3370 -1.11
Si 1.2982 -0.2867 -2.0272 -1.3661 0.2213 0.0046 1.50
Si -0.8046 0.2960 1.9009 -0.1647 -0.1250 -2.5420 1.47
H 1.3336 -2.6579 -1.7542 0.0865 0.3404 -0.0966 0.52
H 0.4288 0.2150 -4.1094 -0.1560 -0.0144 0.9078 0.50
H -1.5496 -1.1180 0.3357 0.1894 -0.1476 -0.7847 0.51
H -2.4859 1.5592 2.8742 -1.2803 -0.0246 0.1263 0.51
H 2.5902 -0.1987 -2.6449 1.0780 -0.0122 -0.3846 -0.28
H 0.3764 -0.2343 2.5450 0.2027 -0.2831 0.9184 -0.25
```
Positions in Å, forces in eV/Å.

## Properties
Frontier orbital gap (alpha / beta) = 8.007 / 6.215 eV
LUMO energy (alpha / beta) = 0.183 / -0.502 eV
Charge = 0
Energy relative to the best compared isomer or geometry (same formula, charge and spin) = 441.87 kJ/mol
DFT total energy = -24043.345 eV